[1]
Here is C28H28FeN6O8P2Se as an isolated structure at a distorted geometry from the Open Molecules 2025 dataset. Energies are from ωB97M-V/def2-TZVPD.

The value obtained for the total energy is -6362.29156 Ha. As for the charge: 0. Its frontier orbital gap (spin up / spin down) is 4.464 / 6.703 eV. As for the expectation value of S²: 6.22. As for the HOMO energy (spin up / spin down): -0.208 / -0.284 hartree. As for the multiplicity: 5. The value obtained for the energy relative to the best compared isomer or geometry (same formula, charge and spin) is 0.00 kcal per mole.

Structure (XYZ):
```
74
Properties=species:S:1:pos:R:3:lowdin_charge:R:1
Fe 1.28385 0.92700 -0.65012 0.8276
O 4.95521 -1.22918 4.85187 -0.0069
N 4.86111 -2.05957 3.93375 -0.3762
O 5.29481 -3.20998 4.03931 0.0138
C 4.23666 -1.68911 2.72675 -0.1119
C 4.02402 -2.70018 1.77911 0.0339
C 3.37911 -2.43619 0.57568 -0.1460
C 3.14308 -3.41266 -0.43853 0.0111
C 2.51293 -3.05857 -1.59536 -0.0489
C 2.08320 -1.73039 -1.78166 -0.1417
N 2.27148 -0.81037 -0.84858 0.0206
C 2.90537 -1.13303 0.30131 -0.1427
C 3.13644 -0.08158 1.26067 -0.1312
N 2.67689 1.13718 0.90892 0.0242
C 2.97001 2.20706 1.65686 -0.1409
C 3.68467 2.06643 2.83135 -0.0473
C 4.09428 0.81070 3.25743 0.0207
C 3.83618 -0.32897 2.46781 -0.0438
H 4.36717 -3.69628 2.00899 0.1172
H 3.48174 -4.42777 -0.27671 0.1226
H 2.33185 -3.77664 -2.38396 0.1120
H 1.57781 -1.42294 -2.68814 0.0249
H 2.61267 3.16479 1.30405 0.1014
H 3.92387 2.94529 3.41421 0.1118
H 4.63107 0.69131 4.18251 0.0988
N 0.07609 2.10608 3.03803 0.1744
C -0.95795 2.16822 1.92497 -0.4777
C -2.22347 2.73238 2.56012 -0.0792
P -1.18914 0.40274 1.43310 0.3361
O -2.55538 0.42916 0.59236 -0.1293
O -1.30347 -0.34693 2.70127 -0.2694
O -0.09575 0.05643 0.44363 -0.3172
P -0.21340 3.42770 0.76674 0.3500
O -1.45607 3.98191 -0.06450 -0.0969
O 0.33557 4.43357 1.70594 -0.2793
O 0.72999 2.75134 -0.20489 -0.3338
H -0.35791 1.73816 3.88604 0.1577
H 0.43723 3.07753 3.13855 0.1370
H 0.85975 1.48948 2.80449 0.1266
H -2.58453 2.06094 3.34204 0.0895
H -2.99519 2.83668 1.80123 0.0844
H -2.03399 3.72071 2.98158 0.0933
H -3.29639 0.09891 1.12194 0.0824
H -1.52717 3.53581 -0.92375 0.0690
C -0.87207 2.38607 -4.51976 -0.0831
C -1.69841 2.01951 -3.46524 -0.0895
C -1.17227 1.41632 -2.32840 -0.1272
C 0.19206 1.18056 -2.27367 -0.2011
C 1.02588 1.51717 -3.32650 -0.1137
C 0.48617 2.12868 -4.45654 -0.0753
H -1.29207 2.86616 -5.39295 0.1045
H -2.76534 2.20008 -3.53070 0.1045
H -1.82457 1.11844 -1.51562 0.0860
H 2.09050 1.30103 -3.29870 0.1062
H 1.12923 2.38818 -5.28767 0.1074
C -3.73336 -1.08158 -3.64915 -0.0348
N -2.91224 -1.66346 -2.61470 -0.0713
C -1.60768 -2.01980 -2.74403 -0.7606
Se -0.58001 -1.90584 -4.24458 0.6537
N -1.21886 -2.50093 -1.53721 0.1400
C -2.25828 -2.45198 -0.62804 -0.1877
C -2.35612 -2.81350 0.70239 -0.0145
C -3.59216 -2.64087 1.30944 -0.0912
C -4.68704 -2.13283 0.60744 -0.0976
C -4.58506 -1.76694 -0.72972 -0.0127
C -3.34881 -1.93071 -1.32778 -0.1743
H -3.10877 -0.92679 -4.52541 0.0403
H -4.13228 -0.12685 -3.30633 0.0908
H -4.55691 -1.75178 -3.89844 0.1002
H -0.26582 -2.76469 -1.34950 0.1301
H -1.50673 -3.19278 1.25227 0.1239
H -3.70706 -2.90552 2.35093 0.1102
H -5.63701 -2.02801 1.11358 0.1037
H -5.42923 -1.36453 -1.27183 0.1124
```

=====

[2]
Here is C28H28N15O3Ti as an isolated structure at a distorted geometry from the Open Molecules 2025 dataset. Energies are from ωB97M-V/def2-TZVPD.

The value obtained for the total energy is -2980.48016 Ha. As for the charge: -1. Its frontier orbital gap (spin up / spin down) is 3.273 / 3.270 eV. As for the HOMO energy (spin up / spin down): -0.084 / -0.084 hartree. The value obtained for the energy relative to the best compared isomer or geometry (same formula, charge and spin) is 31.59 kcal per mole.

Structure (XYZ):
```
75
Properties=species:S:1:pos:R:3:lowdin_charge:R:1
Ti 1.30028 0.71783 0.33047 1.0178
C 2.35546 -3.51510 0.52922 -0.0536
C 2.37648 -2.04039 0.27714 -0.3008
N 1.45844 -1.19079 0.84214 -0.0943
N 0.57524 -1.73830 1.74122 0.1074
C -0.08988 -0.76139 2.26608 -0.4714
O 0.11912 0.47035 1.91595 -0.1634
C -1.11062 -1.04220 3.29930 -0.1463
C -1.64227 0.01003 4.04179 -0.0437
C -2.62982 -0.22233 4.99034 -0.1023
C -3.10369 -1.50975 5.20523 -0.1216
C -2.56914 -2.56575 4.47229 -0.1062
C -1.57820 -2.33663 3.53097 -0.0411
C 3.31936 -1.36869 -0.45787 -0.2391
C 4.43101 -1.96706 -1.14624 -0.0435
C 5.36251 -1.18738 -1.74301 -0.1161
C 5.23617 0.23151 -1.68685 -0.1048
C 4.14222 0.75240 -1.06214 -0.1617
N 3.16880 0.01453 -0.48783 -0.0249
H 1.90689 -3.71172 1.50171 0.0555
H 1.76123 -4.05864 -0.21547 0.0713
H 3.36534 -3.92723 0.52522 0.0610
H -1.26190 1.00686 3.85749 0.1189
H -3.02567 0.60422 5.56872 0.0953
H -3.87118 -1.69372 5.94741 0.0878
H -2.92276 -3.57568 4.64485 0.0916
H -1.14813 -3.14655 2.95599 0.1071
H 4.51578 -3.04545 -1.16578 0.0914
H 6.20711 -1.64001 -2.25039 0.0877
H 5.97591 0.88732 -2.12324 0.0799
H 4.00518 1.82530 -1.00579 0.1054
N 1.88356 4.03453 1.32542 0.1453
C 0.66212 3.77151 0.75241 -0.4569
N -0.25058 4.69828 0.48148 0.0222
N -1.25810 4.01102 -0.08122 -0.1042
N -0.96722 2.75498 -0.14476 -0.0736
N 0.25910 2.56248 0.39302 -0.0653
C 2.67637 3.04138 1.87921 -0.4685
N 3.61628 3.28710 2.76551 0.0157
N 4.13332 2.06038 3.03091 -0.1001
N 3.53908 1.15510 2.34888 -0.0438
N 2.58248 1.74394 1.57882 -0.0783
H 2.00148 4.95474 1.71192 0.1304
N -5.06660 -0.12612 0.02989 0.0411
C -4.43037 1.20554 0.36710 -0.0933
C -3.12058 0.91028 1.08566 -0.2075
N -2.27938 0.02368 0.33983 -0.0257
C -2.88448 -1.20846 -0.06184 -0.1901
C -4.17002 -0.97271 -0.84580 -0.0954
H -5.98673 -0.00400 -0.38453 0.1678
H -5.18168 -0.63036 0.91354 0.1711
H -5.13845 1.75391 0.98898 0.1267
H -4.26311 1.73376 -0.57080 0.1342
H -3.34266 0.47999 2.07241 0.1142
H -2.59124 1.85034 1.23041 0.1068
H -1.69579 0.50429 -0.33777 0.0818
H -3.12562 -1.79592 0.83993 0.1260
H -2.18321 -1.79225 -0.65608 0.1006
H -4.71371 -1.88314 -1.09929 0.1255
H -3.97233 -0.38984 -1.74473 0.1348
O 1.68483 1.97392 -1.75804 0.0394
C 1.08609 1.04373 -2.27080 -0.4328
N 0.48490 0.08091 -1.50180 0.0589
C -0.01419 -0.89744 -2.32897 -0.3986
O -0.62223 -1.90601 -2.02386 0.0552
C 0.25769 -0.48054 -3.76182 -0.0839
C -0.07362 -1.08678 -4.95314 -0.0116
C 0.27737 -0.42096 -6.12771 -0.0842
C 0.93565 0.80528 -6.08781 -0.0814
C 1.26784 1.40360 -4.87281 0.0031
C 0.90902 0.73264 -3.72498 -0.0734
H -0.57916 -2.04410 -4.96436 0.1128
H 0.03796 -0.86174 -7.08762 0.0953
H 1.19607 1.29750 -7.01641 0.0969
H 1.79060 2.34995 -4.82726 0.1200
```

=====

[3]
Here is C28H28N6O3Pd as an isolated structure from the Open Molecules 2025 dataset. Energies are from ωB97M-V/def2-TZVPD.

The value obtained for the total energy is -1766.03788 Ha. As for the charge: -2. Its frontier orbital gap is 4.964 eV. As for the HOMO energy: -0.004 hartree. The value obtained for the energy relative to the best compared isomer or geometry (same formula, charge and spin) is 3.78 kcal per mole.

Structure (XYZ):
```
66
Properties=species:S:1:pos:R:3:nbo_charge:R:1
Pd -0.48184 0.20479 -0.85541 0.0014
C -2.10183 -2.88501 -1.55344 -0.6349
C -3.39054 -2.11638 -1.55817 -0.0465
C -4.44417 -2.45716 -2.39336 -0.2322
C -5.62376 -1.72138 -2.40289 -0.2630
C -5.74309 -0.63025 -1.55366 -0.2335
C -4.70644 -0.26913 -0.70204 -0.0418
C -4.81067 0.93406 0.19417 -0.6355
C -3.51204 -1.00536 -0.70295 0.2757
N -2.41860 -0.61250 0.06598 -0.6982
C -2.42473 -0.91346 1.35023 0.5747
O -3.34336 -1.44293 2.02133 -0.7609
C -1.16491 -0.51885 2.11347 0.1126
C -1.21028 -0.37707 3.49709 -0.2461
C -0.05624 0.01849 4.15962 -0.2064
C 1.08952 0.28993 3.42545 -0.2542
C 1.04701 0.13356 2.04359 0.1301
N -0.04710 -0.29546 1.42312 -0.4301
C 2.23652 0.58215 1.18971 0.5852
O 3.11884 1.25276 1.79010 -0.7859
N 2.13798 0.27966 -0.08050 -0.6370
C 3.14171 0.55407 -0.97980 0.1838
C 2.79349 1.21888 -2.18095 -0.0456
C 1.36917 1.63025 -2.43369 -0.6142
C 3.76985 1.47640 -3.13433 -0.2310
C 5.08741 1.07265 -2.95615 -0.2769
C 5.41715 0.37413 -1.80207 -0.2235
C 4.47138 0.10164 -0.81994 -0.0381
C 4.85238 -0.71104 0.38349 -0.6423
H -2.11951 -3.69004 -2.29261 0.1821
H -1.90776 -3.31771 -0.56909 0.2171
H -1.26279 -2.20786 -1.75381 0.2494
H -4.33447 -3.31239 -3.05410 0.1840
H -6.43892 -1.99446 -3.06382 0.1836
H -6.65818 -0.04505 -1.54630 0.1833
H -5.82956 1.32831 0.20563 0.1870
H -4.12749 1.71180 -0.16137 0.2154
H -4.52306 0.67288 1.21280 0.2350
H -2.14115 -0.58785 4.00504 0.2337
H -0.05732 0.13644 5.23802 0.1924
H 2.00437 0.64948 3.87585 0.2336
H 0.99225 2.33058 -1.68737 0.2245
H 0.67801 0.75863 -2.40972 0.2119
H 1.27268 2.09449 -3.41710 0.1938
H 3.48593 1.99980 -4.04283 0.1870
H 5.83791 1.28181 -3.71014 0.1845
H 6.43523 0.02355 -1.65581 0.1804
H 5.83050 -1.17618 0.23787 0.1807
H 4.10984 -1.49533 0.55759 0.2176
H 4.86512 -0.09368 1.28426 0.2492
C 2.29920 5.29796 -1.34709 -0.3926
N 1.28614 4.75280 -0.46450 -0.4234
C 1.59645 3.80900 0.46350 0.1059
C 0.63591 3.25990 1.22165 -0.3856
C -0.70604 3.63161 0.92460 0.4773
N -1.02400 4.56801 0.05540 -0.5894
C -0.03384 5.22152 -0.62105 0.7509
O -0.22668 6.14429 -1.40653 -0.6841
N -1.71558 2.96783 1.54706 -0.7817
H 3.27278 4.94083 -1.01719 0.2003
H 2.26659 6.38585 -1.32958 0.2081
H 2.12928 4.97054 -2.37354 0.2092
H 2.62889 3.48884 0.53021 0.2395
H 0.88485 2.51617 1.95946 0.2510
H -1.51453 2.01945 1.83582 0.4067
H -2.62126 3.08507 1.12210 0.3960
```